Computed, not measured: a 5-piece molecular cluster, C26H77FN17O4P4 overall in a non-equilibrium geometry, with the ωB97M-V functional and the def2-TZVPD basis.

Structure (XYZ):
```
129
Properties=species:S:1:pos:R:3:forces:R:3
N 4.318446 -0.963213 0.321314 -0.29 -0.09 -0.11
N 3.060597 -0.331384 0.267253 2.60 -0.45 0.20
C 2.812318 0.933133 0.040952 -2.24 -0.46 0.26
N 1.473193 1.108262 0.112686 0.05 0.59 -0.71
C 0.959067 -0.074449 0.349246 0.11 -0.52 0.04
N -0.340458 -0.341400 0.493932 0.40 0.66 -0.19
F -0.668670 -1.633172 0.720175 -0.11 0.04 0.04
N 1.922527 -1.028450 0.448095 -0.79 0.93 -0.04
H 4.228839 -1.772191 0.928662 0.11 0.01 0.03
H 4.947591 -0.307646 0.778815 0.04 -0.04 0.01
H 3.503352 1.735886 -0.156176 0.33 -0.28 0.11
H -1.061043 0.363814 0.450145 -0.36 -0.37 0.09
H 1.850304 -2.014042 0.651362 0.26 -0.02 -0.05
O 5.368911 -1.837264 -3.207014 -0.44 -2.37 0.84
P 4.646542 -2.151424 -4.470807 -0.12 3.83 -2.35
N 5.829639 -2.053584 -5.692826 0.03 -0.27 -0.05
C 6.061646 -0.866574 -6.496155 -0.16 0.08 -0.16
C 7.082416 -2.704165 -5.313917 0.07 0.02 0.22
N 3.439851 -0.894835 -4.447829 -0.04 -0.06 0.27
C 3.411693 0.235918 -5.355236 -0.16 -0.14 -0.28
C 3.033836 -0.510139 -3.112074 0.05 0.14 0.19
N 3.633602 -3.180111 -5.327497 0.33 -1.56 1.32
C 4.172373 -4.249794 -6.187289 0.12 0.05 -0.15
C 2.320283 -3.512498 -4.756525 -0.10 0.12 0.00
H 6.873019 -1.066876 -7.197105 0.06 -0.08 0.10
H 6.340002 0.011040 -5.900097 0.03 0.01 -0.04
H 5.196190 -0.628047 -7.111464 -0.02 0.05 0.10
H 6.888422 -3.641590 -4.789994 0.01 0.03 0.03
H 7.700118 -2.081172 -4.658230 0.00 -0.02 0.01
H 7.651829 -2.944806 -6.213185 -0.06 0.04 -0.05
H 4.291449 0.883684 -5.263615 -0.04 0.03 -0.04
H 2.529675 0.845592 -5.146828 -0.02 -0.05 0.08
H 3.307986 -0.094115 -6.388686 0.12 0.00 0.00
H 3.722531 0.206567 -2.638528 0.00 -0.04 0.03
H 2.966365 -1.384852 -2.462151 0.14 0.03 0.03
H 2.032880 -0.064308 -3.149563 0.05 0.08 -0.13
H 4.479165 -3.837232 -7.145604 0.10 0.05 0.04
H 3.400075 -4.991608 -6.383072 -0.07 0.05 0.11
H 5.022275 -4.766582 -5.742289 0.00 -0.04 -0.02
H 1.531123 -3.162703 -5.424891 -0.02 -0.03 0.00
H 2.167864 -3.042246 -3.787984 0.00 0.09 -0.03
H 2.205393 -4.587792 -4.612605 0.08 -0.01 -0.02
O -4.328672 -3.222773 0.912648 0.67 1.77 -1.83
P -4.028305 -4.324016 -0.042766 -0.54 -3.89 2.32
N -5.531989 -5.074277 -0.335368 -0.03 0.09 -0.28
C -5.994336 -6.254906 0.372847 0.10 -0.21 -0.03
C -6.610163 -4.109985 -0.539254 0.00 0.19 0.14
N -2.867786 -5.232282 0.873126 0.18 0.22 0.07
C -3.113059 -6.544916 1.439052 0.04 -0.22 -0.30
C -2.058661 -4.416413 1.766373 -0.22 0.04 0.25
N -3.338959 -4.811723 -1.498844 0.05 1.94 -0.72
C -4.125268 -4.865613 -2.743747 -0.15 -0.11 0.00
C -1.917288 -4.526230 -1.730654 0.09 -0.08 0.09
H -6.983634 -6.525570 0.001077 -0.03 0.14 -0.01
H -6.070091 -6.106181 1.456564 -0.04 -0.03 -0.01
H -5.359608 -7.114701 0.167980 0.05 0.05 0.09
H -6.269354 -3.272386 -1.150539 0.00 0.01 0.05
H -6.992006 -3.698221 0.401184 0.00 0.02 -0.02
H -7.430862 -4.591484 -1.073998 0.04 -0.07 0.00
H -3.914748 -6.549058 2.186363 0.03 -0.06 0.01
H -2.204900 -6.902236 1.928673 0.04 0.10 -0.01
H -3.337522 -7.273166 0.659279 -0.11 0.03 0.02
H -2.563056 -4.196131 2.715280 0.07 0.06 0.02
H -1.813551 -3.467182 1.299255 -0.10 0.04 0.05
H -1.116399 -4.930418 1.981517 -0.07 -0.13 -0.02
H -4.710918 -5.781556 -2.774540 -0.08 0.04 0.07
H -3.457889 -4.876153 -3.604269 0.10 0.05 0.08
H -4.800131 -4.017374 -2.859006 -0.01 0.00 -0.04
H -1.369423 -5.462792 -1.854210 0.02 0.01 -0.03
H -1.471879 -3.988993 -0.896079 -0.02 -0.08 0.07
H -1.769811 -3.914806 -2.623421 -0.08 0.01 -0.01
O 3.866816 2.160954 3.654022 -0.40 -2.58 -0.83
P 2.696921 2.037619 4.576500 -0.41 4.02 2.35
N 1.520390 3.086091 3.910024 -0.09 -0.15 -0.09
C 1.262050 4.447647 4.351639 -0.12 0.05 0.24
C 1.483349 2.977455 2.462419 0.15 0.21 0.08
N 3.390662 2.501750 6.077749 0.34 -0.15 -0.09
C 3.080734 3.744379 6.760314 -0.33 -0.06 0.17
C 4.800934 2.150372 6.223696 0.13 0.14 -0.21
N 1.568977 1.038830 5.326905 0.45 -1.64 -1.33
C 0.281115 0.718209 4.690552 -0.09 0.15 0.02
C 2.057272 -0.033244 6.209958 0.07 0.07 0.14
H 0.465762 4.871931 3.737522 0.03 -0.09 -0.10
H 2.140341 5.098852 4.271025 -0.03 0.02 0.00
H 0.886868 4.468602 5.372677 0.12 0.00 0.02
H 1.595397 1.941171 2.169580 0.05 -0.01 0.09
H 2.286954 3.555723 1.983755 -0.03 -0.08 -0.11
H 0.523113 3.322725 2.074553 -0.05 0.05 0.16
H 3.367861 4.633248 6.187300 -0.01 0.02 0.05
H 3.618388 3.775571 7.709104 0.06 -0.09 -0.03
H 2.021928 3.800001 7.014799 -0.01 0.04 -0.11
H 5.472728 2.873833 5.747869 0.03 -0.03 0.01
H 5.007238 1.174594 5.785477 0.02 0.04 -0.05
H 5.045500 2.088028 7.286098 -0.08 0.06 0.02
H -0.422351 1.535076 4.835080 0.04 0.07 -0.12
H -0.150587 -0.169565 5.150578 0.13 -0.03 0.05
H 0.370742 0.525175 3.618161 -0.05 -0.01 -0.02
H 1.688508 0.131922 7.223294 -0.02 -0.04 0.00
H 3.142690 -0.060252 6.253003 0.01 0.09 0.05
H 1.722933 -1.016157 5.872790 -0.03 0.03 -0.07
O -2.474015 4.797445 1.916110 -0.31 -2.50 0.69
P -3.292940 4.557910 0.695299 -0.32 4.08 -2.10
N -2.160751 4.724060 -0.588249 -0.06 -0.36 -0.18
C -1.964732 5.941656 -1.353873 -0.16 0.08 -0.13
C -0.899773 4.070850 -0.280153 0.07 0.06 0.24
N -4.491629 5.783560 0.840194 -0.02 -0.03 0.32
C -4.560213 6.954672 -0.011436 -0.16 -0.13 -0.31
C -4.854372 6.103513 2.218769 0.25 0.09 0.13
N -4.329575 3.556438 -0.173112 0.47 -1.66 1.19
C -3.820856 2.540258 -1.104717 0.04 0.09 -0.14
C -5.615823 3.181471 0.439430 -0.12 0.12 0.02
H -1.181769 5.773121 -2.095942 0.06 -0.08 0.09
H -1.665695 6.796493 -0.735605 0.02 0.01 -0.05
H -2.855973 6.199902 -1.922042 -0.03 0.06 0.11
H -1.085679 3.115287 0.219057 0.09 0.04 0.06
H -0.271738 4.676110 0.384429 0.06 -0.09 0.01
H -0.340700 3.855238 -1.194324 -0.11 0.08 -0.08
H -3.681062 7.603995 0.076225 -0.05 0.03 -0.03
H -5.434887 7.546764 0.262248 -0.01 -0.06 0.09
H -4.704768 6.674333 -1.055750 0.11 0.00 0.00
H -4.154602 6.800974 2.693063 -0.02 -0.01 0.04
H -4.886111 5.204302 2.832249 0.07 0.02 0.01
H -5.854186 6.542801 2.231909 0.01 0.03 -0.10
H -3.557542 3.000428 -2.054900 0.13 0.03 0.04
H -4.592784 1.798647 -1.304224 -0.06 0.03 0.13
H -2.944767 2.009950 -0.722843 0.01 -0.04 -0.03
H -6.435562 3.555029 -0.176204 -0.01 -0.03 -0.01
H -5.729170 3.602884 1.434031 0.00 0.09 -0.03
H -5.714481 2.099236 0.535959 0.09 -0.01 -0.02
```
Forces are in eV/Å.

Summary:
spin multiplicity: 1
charge: +1
energy above the lowest of the compared OMol25 structures with the same formula, charge and spin: 0.0 kJ/mol
frontier orbital gap: 7.15 eV

Computed, not measured: C13H11AgClN3O5 as an isolated structure in a non-equilibrium geometry, with the ωB97M-V functional and the def2-TZVPD basis.

Structure (XYZ):
```
34
Properties=species:S:1:pos:R:3:forces:R:3
Ag 0.987209 -0.746711 -0.357472 -0.13 -0.13 0.50
O -3.943391 -0.635302 3.232777 -0.47 1.32 -0.03
C -3.824343 0.542121 2.636073 -0.35 0.44 -1.06
O -4.470611 1.582245 2.808788 0.71 -2.08 0.57
C -2.771234 0.626559 1.532016 0.59 0.40 -1.00
C -2.482914 1.716866 0.639597 -1.10 -0.97 1.90
Cl -3.400715 3.143174 0.372938 0.07 -0.61 0.42
N -1.338744 1.457933 -0.014336 -0.40 -1.46 -0.87
N -0.900540 0.185513 0.340833 -0.37 0.13 -0.28
C -1.770493 -0.339858 1.216286 -0.63 1.69 0.12
C -1.654591 -1.803828 1.685818 1.09 -0.07 -1.11
O -2.635165 -2.390529 2.212696 0.64 0.24 0.04
O -0.566272 -2.314631 1.339605 -0.27 -0.11 0.41
C -0.771178 2.093831 -1.197121 1.08 -1.48 0.91
C -0.986673 3.426442 -1.501727 1.52 0.91 -1.12
C -0.013267 4.093010 -2.274666 0.80 -0.78 -1.35
C 1.059267 3.332001 -2.875697 -0.36 2.31 -0.53
C 1.094448 1.965810 -2.764427 -0.65 -0.50 0.51
C 0.192650 1.325176 -1.909566 -0.83 0.43 -0.70
H -3.431424 -1.554797 2.834699 0.04 1.44 -0.42
H -1.893598 3.937119 -1.294024 -0.14 0.33 0.77
H -0.106413 5.182769 -2.554064 -0.04 -1.45 0.53
H 1.772118 3.825018 -3.604950 -0.92 -0.44 1.21
H 1.774785 1.370296 -3.359946 -0.01 0.05 0.01
H -0.004147 0.255067 -2.098752 0.31 0.44 0.60
C 4.317090 -3.653178 0.189879 1.65 0.15 -0.52
C 3.060738 -2.867251 0.344574 -1.45 0.21 -0.41
N 2.144996 -3.319227 1.221136 1.14 0.28 -0.27
O 2.837672 -1.879133 -0.396266 0.38 -0.43 0.49
H 4.172451 -4.649128 -0.219665 -0.52 -0.10 -0.05
H 4.830201 -3.816796 1.145371 -0.15 0.25 -0.11
H 5.026700 -3.158803 -0.525016 -0.79 -0.19 0.82
H 2.402418 -4.134217 1.752936 -0.32 0.10 0.17
H 1.292973 -2.797562 1.441673 -0.13 -0.34 -0.17
```
Forces are in eV/Å.

Summary:
spin multiplicity: 1
frontier orbital gap: 8.75 eV

Computed, not measured: C43H62B2N6O5Pd as an isolated structure in a non-equilibrium geometry, with the ωB97M-V functional and the def2-TZVPD basis.

Structure (XYZ):
```
119
Properties=species:S:1:pos:R:3:forces:R:3
Pd 0.189942 0.630002 -0.360567 -1.34 0.55 -0.44
N -2.171636 0.813097 0.197064 0.28 0.12 -0.37
C -2.790234 0.805476 -1.137646 -0.29 -0.36 0.32
C -4.302030 1.030950 -1.102464 0.12 0.20 0.03
C -4.662540 2.481971 -0.767679 0.14 -0.12 -0.20
C -4.619383 3.431885 -1.975514 -0.02 -0.06 0.20
N -3.360420 3.528666 -2.730571 -0.81 -0.60 -0.35
C -2.238928 4.070567 -2.333240 0.23 0.29 0.16
N -2.163931 4.722145 -1.177019 0.19 0.04 0.32
N -1.177344 4.047960 -3.142550 0.49 -0.23 -0.04
C -2.380418 -0.509747 -1.868304 0.06 0.12 -0.05
O -3.266589 -1.105975 -2.491345 0.29 0.06 0.06
O -1.146095 -0.764275 -1.771033 -0.13 -0.27 -0.12
H -2.484573 0.019557 0.742501 0.09 -0.10 0.08
H -2.341255 1.660916 0.719758 -0.02 0.05 0.05
H -2.300727 1.584422 -1.714538 0.17 0.21 -0.01
H -4.711783 0.355510 -0.348754 -0.10 0.03 -0.01
H -4.753241 0.733041 -2.051975 0.11 -0.04 -0.01
H -4.018488 2.829804 0.050033 -0.10 0.12 -0.03
H -5.689691 2.553574 -0.402016 0.02 0.00 0.07
H -4.929415 4.434930 -1.673155 0.07 0.06 -0.10
H -5.342406 3.080927 -2.708637 -0.09 0.05 0.02
H -3.294052 2.968875 -3.565984 -0.15 0.04 -0.05
H -2.917007 4.584317 -0.522979 0.05 0.06 0.04
H -1.239160 4.773058 -0.762407 -0.11 0.12 0.21
H -1.120476 3.294019 -3.815079 0.07 0.10 0.03
H -0.282801 4.287394 -2.733649 0.00 -0.06 -0.05
C 0.769576 -4.678877 -0.437647 0.07 0.07 -0.04
C 2.030009 -4.243477 -1.198047 -0.16 -0.10 -0.04
C 2.747214 -5.464375 -1.783224 0.02 0.02 0.02
C 1.683082 -3.222577 -2.262485 0.07 0.22 0.07
C 1.064879 -3.653528 -3.430604 -0.06 0.00 0.00
C 0.736209 -2.761457 -4.433901 -0.04 -0.07 -0.03
C 1.036993 -1.421087 -4.288430 0.00 0.05 0.00
C 1.644776 -0.941508 -3.135483 0.07 0.02 0.07
C 1.991836 0.531412 -3.022672 -0.05 -0.05 -0.27
C 0.912660 1.441474 -3.623132 0.05 0.01 -0.06
C 3.344348 0.822718 -3.681315 -0.02 0.06 0.00
C 1.953572 -1.851362 -2.114759 0.02 -0.03 0.01
N 2.586603 -1.377084 -0.904959 -0.13 -0.35 0.05
B 2.055098 -1.196634 0.432048 0.78 0.01 -0.15
N 3.213159 -0.960460 1.271638 -0.16 -0.05 0.13
C 4.344612 -1.042933 0.455776 -0.02 0.06 0.07
C 3.977550 -1.290861 -0.814846 -0.06 0.02 -0.04
C 3.336037 -0.942551 2.708129 -0.04 -0.10 0.04
C 3.626318 -2.160254 3.361015 -0.09 0.08 -0.10
C 3.722450 -2.183490 4.745745 -0.02 -0.02 0.07
C 3.531184 -1.035358 5.493183 0.01 0.02 0.00
C 3.274240 0.154748 4.843425 0.01 0.00 -0.02
C 3.187792 0.238615 3.451927 0.13 0.09 -0.06
C 2.971918 1.649317 2.909993 -0.08 -0.11 -0.16
C 1.485600 2.027542 2.949637 0.17 0.08 0.14
C 3.602986 1.952988 1.547474 -0.01 0.05 0.11
C 3.852764 -3.458042 2.610259 0.04 -0.06 0.13
C 5.338786 -3.830873 2.615531 0.00 0.03 -0.05
C 3.014018 -4.604812 3.181226 -0.03 0.00 -0.05
H 1.013489 -5.439494 0.307594 0.00 0.01 0.01
H 0.039655 -5.101650 -1.133804 0.03 0.02 0.05
H 0.295545 -3.836544 0.068735 0.00 -0.02 -0.02
H 2.715832 -3.777605 -0.495924 0.09 0.12 0.16
H 2.064290 -6.088031 -2.366324 0.06 0.03 0.02
H 3.148420 -6.081352 -0.974850 -0.03 0.00 -0.04
H 3.574323 -5.166353 -2.431930 -0.03 -0.02 0.04
H 0.828517 -4.705554 -3.550519 0.01 0.08 0.00
H 0.233926 -3.111651 -5.328012 0.03 0.01 0.03
H 0.768805 -0.729599 -5.078099 0.02 -0.04 0.02
H 2.076498 0.779702 -1.965931 0.03 0.05 0.18
H 0.888270 1.369844 -4.713858 0.02 -0.04 -0.01
H 1.135071 2.480569 -3.357953 0.02 -0.19 -0.04
H -0.068061 1.162250 -3.227644 -0.02 -0.01 0.01
H 3.305824 0.577247 -4.746802 0.01 0.01 0.03
H 4.147599 0.238764 -3.230022 -0.04 0.03 -0.01
H 3.594279 1.883370 -3.579527 0.01 -0.06 0.00
H 5.336352 -0.887353 0.853131 -0.07 -0.04 -0.01
H 4.603732 -1.410575 -1.684841 -0.04 -0.03 0.04
H 3.936373 -3.119590 5.251567 0.00 0.07 -0.06
H 3.599508 -1.065726 6.574413 -0.01 0.00 -0.04
H 3.152682 1.065979 5.420380 0.01 -0.03 -0.02
H 3.475138 2.299527 3.629770 0.06 -0.02 0.07
H 0.922172 1.472302 2.202961 -0.06 -0.09 -0.07
H 1.358530 3.092529 2.732829 0.01 -0.10 0.05
H 1.060142 1.816118 3.934197 0.02 0.04 -0.03
H 2.998099 1.569742 0.727708 0.01 -0.03 -0.07
H 4.604135 1.523081 1.466100 -0.05 0.06 0.00
H 3.695689 3.037049 1.424241 -0.06 -0.04 -0.01
H 3.549997 -3.317242 1.578662 -0.08 0.07 -0.21
H 5.695657 -3.970993 3.639580 -0.01 -0.01 -0.04
H 5.943104 -3.048192 2.152067 -0.01 -0.04 0.02
H 5.502081 -4.760101 2.063130 0.00 0.04 0.04
H 3.383216 -4.927098 4.158270 -0.03 0.02 -0.04
H 3.060486 -5.467360 2.511661 0.00 0.02 0.04
H 1.968887 -4.309637 3.290038 0.01 -0.03 -0.02
C 1.447897 8.398178 2.435066 -0.01 -0.02 -0.01
C 2.505435 8.131385 1.361837 0.01 0.01 0.00
C 2.483128 9.304531 0.370496 -0.01 -0.04 0.00
C 3.880312 8.066739 2.046254 -0.02 0.02 -0.01
C 2.255279 6.811560 0.626384 0.06 -0.01 -0.03
C 3.089092 6.443384 -0.434406 0.01 0.02 -0.03
C 2.960741 5.232170 -1.112052 0.02 0.00 -0.06
C 1.961781 4.380766 -0.693635 -0.09 -0.14 0.01
O 1.635418 3.126416 -1.139567 0.06 0.48 0.05
B 0.576920 2.627675 -0.310215 0.71 -0.11 0.23
O 0.224773 3.712618 0.569826 -0.19 0.05 -0.23
C 1.120413 4.735561 0.343728 -0.08 -0.13 0.01
C 1.240599 5.932834 1.018220 -0.14 -0.01 0.08
H 1.648957 9.360723 2.909626 -0.01 -0.03 0.00
H 1.462876 7.632890 3.216282 -0.02 0.06 -0.05
H 0.443776 8.440941 2.003197 0.05 0.00 0.05
H 2.653054 10.245165 0.900880 -0.01 -0.03 -0.02
H 1.515030 9.363229 -0.133509 0.04 0.01 0.01
H 3.257885 9.207489 -0.392271 -0.04 0.00 0.03
H 4.071017 8.990822 2.600889 0.00 -0.06 -0.04
H 4.681746 7.936576 1.316427 -0.02 0.00 0.03
H 3.921316 7.228145 2.745607 0.01 0.04 -0.02
H 3.880766 7.115515 -0.743012 -0.02 -0.01 0.02
H 3.624068 4.959994 -1.924550 0.00 0.02 0.06
H 0.569896 6.159346 1.838892 0.07 -0.05 -0.08
O -0.284595 -1.534662 1.517986 0.01 -0.27 0.19
C 0.564428 -1.073668 0.835583 0.00 0.02 0.15
```
Forces are in eV/Å.

Summary:
spin multiplicity: 3
frontier orbital gap (alpha / beta): 5.68 / 7.31 eV

Computed, not measured: one molecule with the formula C3H4S2 in a non-equilibrium geometry, with the ωB97M-V functional and the def2-TZVPD basis.

Structure (XYZ):
```
9
Properties=species:S:1:pos:R:3:forces:R:3
S 0.803370 0.030757 2.447904 0.17 -0.90 2.19
C 0.789226 0.192749 0.885557 1.38 2.06 -0.14
C -0.465660 0.305652 0.163490 -0.60 -2.78 -2.32
C -0.456890 -0.604971 -1.147447 0.89 -1.64 2.08
S -0.216281 -0.056603 -2.652469 -0.39 -0.57 1.10
H 1.717689 0.642849 0.512932 -0.26 -0.70 -0.86
H -0.544364 1.217921 -0.337034 -0.44 2.15 0.14
H -1.218072 0.005630 0.900971 -0.43 0.34 -0.70
H -0.409018 -1.733985 -0.773905 -0.34 2.05 -1.49
```
Forces are in eV/Å.

Summary:
spin multiplicity: 1
energy above the lowest of the compared OMol25 structures with the same formula, charge and spin: 168.3 kJ/mol
SMILES string: S=CCC=S
frontier orbital gap: 7.94 eV